{
  "formula": "C3H6FHfNO2",
  "method": "the ωB97M-V functional and the def2-TZVPD basis",
  "gap_ev": 2.7,
  "charge": 4,
  "species": ["C", "C", "N", "F", "C", "O", "O", "H", "H", "H", "H", "H", "H", "Hf"],
  "coordinates": [[-1.363, -0.058, -0.908], [-0.429, 0.447, 0.345], [0.168, -0.661, 1.184], [0.189, -0.157, 2.468], [1.622, -0.929, 0.861], [1.939, -2.189, 0.466], [2.740, 0.020, 0.979], [-2.253, -0.773, -0.593], [-0.674, -0.573, -1.736], [-1.805, 0.912, -1.444], [0.426, 1.112, -0.115], [-1.066, 1.143, 1.075], [2.478, 0.956, 0.732], [-1.972, 0.751, -3.314]]
}


{
  "formula": "C37H32Cl4F2N2O7P",
  "method": "the ωB97M-V functional and the def2-TZVPD basis",
  "e_above_lowest_ev": 6.725,
  "gap_ev": 2.0,
  "charge": -1,
  "species": ["N", "P", "O", "C", "C", "C", "C", "C", "C", "C", "O", "C", "C", "C", "C", "C", "C", "C", "O", "H", "H", "H", "H", "H", "H", "H", "H", "H", "H", "O", "H", "H", "H", "C", "C", "N", "H", "H", "H", "C", "C", "C", "C", "C", "C", "C", "O", "C", "C", "C", "C", "C", "C", "C", "O", "H", "H", "H", "H", "H", "H", "H", "H", "F", "C", "C", "C", "C", "C", "C", "H", "H", "H", "H", "H", "C", "Cl", "Cl", "Cl", "H", "O", "H", "H", "Cl", "F"],
  "coordinates": [[5.057, 1.107, -1.464], [5.386, -0.643, -1.421], [5.560, -1.068, -3.071], [3.796, -1.407, -0.745], [3.476, -1.611, 0.755], [2.123, -2.206, 1.274], [1.037, -2.628, 0.263], [1.374, -2.439, -1.270], [2.700, -1.856, -1.799], [0.189, -2.873, -2.267], [0.384, -3.523, -3.333], [-1.286, -2.445, -1.761], [-2.382, -1.857, -2.692], [-3.779, -1.493, -2.088], [-4.129, -1.730, -0.570], [-3.013, -2.306, 0.359], [-1.620, -2.638, -0.232], [-0.408, -3.205, 0.674], [-0.582, -3.996, 1.639], [4.044, 1.284, -1.351], [5.559, 1.587, -0.704], [4.915, -0.461, -3.544], [4.244, -1.304, 1.557], [1.882, -2.340, 2.388], [2.875, -1.753, -2.925], [-2.125, -1.684, -3.795], [-4.632, -1.032, -2.709], [-5.171, -1.484, -0.143], [-3.170, -2.511, 1.477], [-6.766, -3.181, -2.464], [-7.316, -2.919, -3.235], [-5.872, -2.735, -2.484], [-6.677, -4.164, -2.403], [8.594, -1.799, -4.758], [9.374, -1.079, -5.769], [9.986, -0.513, -6.564], [9.226, -2.150, -3.938], [7.819, -1.165, -4.320], [8.097, -2.674, -5.181], [-1.908, -1.560, 3.908], [-2.498, -1.166, 5.108], [-2.401, 0.155, 5.531], [-1.701, 1.086, 4.762], [-1.091, 0.687, 3.574], [-1.205, -0.637, 3.142], [-0.304, 1.652, 2.772], [0.225, 1.299, 1.729], [-0.165, 3.040, 3.256], [0.622, 3.942, 2.538], [0.751, 5.256, 2.975], [0.089, 5.679, 4.125], [-0.693, 4.783, 4.853], [-0.814, 3.455, 4.422], [-1.618, 2.497, 5.213], [-2.201, 2.851, 6.221], [-1.992, -2.591, 3.573], [-3.036, -1.890, 5.713], [-2.866, 0.458, 6.464], [-0.742, -0.950, 2.211], [1.139, 3.622, 1.638], [1.366, 5.954, 2.416], [0.185, 6.707, 4.461], [-1.202, 5.116, 5.749], [1.935, 2.130, -1.581], [0.651, 2.184, -1.943], [0.234, 3.155, -2.840], [-1.103, 3.206, -3.220], [-2.011, 2.291, -2.690], [-1.581, 1.322, -1.786], [-0.242, 1.264, -1.414], [0.954, 3.863, -3.235], [-1.438, 3.958, -3.927], [-3.056, 2.334, -2.984], [-2.289, 0.612, -1.371], [0.112, 0.512, -0.719], [-4.499, -6.111, -0.601], [-4.281, -4.353, -0.554], [-4.967, -6.723, 0.990], [-5.711, -6.552, -1.821], [-3.550, -6.568, -0.879], [0.476, 6.721, 0.143], [0.793, 5.911, -0.277], [0.213, 7.280, -0.598], [2.669, 0.827, -3.318], [-0.013, 4.192, 6.884]]
}


{
  "formula": "C25H42F3NO16V2",
  "method": "the ωB97M-V functional and the def2-TZVPD basis",
  "e_above_lowest_ev": 14.333,
  "gap_ev": 1.7,
  "species": ["O", "V", "O", "O", "V", "O", "C", "O", "O", "C", "F", "F", "F", "C", "C", "H", "H", "H", "H", "H", "H", "C", "C", "C", "C", "C", "C", "N", "O", "C", "C", "C", "H", "H", "H", "H", "H", "H", "H", "H", "H", "H", "H", "H", "H", "H", "H", "H", "H", "H", "C", "C", "C", "O", "C", "O", "O", "H", "H", "H", "H", "H", "H", "C", "C", "C", "O", "C", "O", "O", "H", "H", "H", "H", "H", "H", "C", "C", "C", "O", "C", "O", "O", "H", "H", "H", "H", "H", "H"],
  "coordinates": [[3.978, -0.329, -1.781], [3.951, 1.042, -0.905], [5.348, 1.341, -0.260], [2.699, 7.495, 3.461], [1.345, 6.825, 3.700], [0.736, 7.317, 5.079], [-0.716, 0.536, 1.771], [-0.853, -0.020, 0.436], [0.373, 1.466, 1.704], [-2.195, 1.201, 2.114], [-2.886, 0.468, 3.028], [-2.051, 2.358, 2.743], [-2.895, 1.430, 0.996], [-1.640, -1.206, 0.253], [-1.939, -1.322, -1.306], [-2.715, -2.051, -1.539], [-2.306, -0.322, -1.538], [-1.001, -1.518, -1.825], [-2.598, -1.233, 0.772], [-1.155, -2.053, 0.740], [-0.616, -0.312, 2.449], [2.001, 3.088, -7.038], [3.217, 4.086, -6.992], [2.974, 5.014, -8.152], [3.994, 6.121, -8.344], [4.331, 6.877, -7.041], [4.404, 6.048, -5.696], [3.300, 4.953, -5.717], [2.678, 4.524, -4.511], [4.170, 7.100, -4.542], [5.785, 5.386, -5.431], [4.470, 3.229, -7.516], [1.038, 3.295, -6.571], [2.315, 2.204, -6.483], [1.748, 2.755, -8.044], [2.048, 5.585, -8.078], [2.685, 4.466, -9.049], [3.612, 6.850, -9.058], [4.969, 5.756, -8.668], [3.764, 7.787, -6.845], [5.247, 7.398, -7.320], [4.873, 7.926, -4.650], [4.206, 6.619, -3.564], [3.163, 7.509, -4.624], [5.709, 4.312, -5.263], [6.411, 5.767, -4.624], [6.475, 5.587, -6.250], [4.638, 2.479, -6.743], [5.449, 3.705, -7.473], [4.331, 2.835, -8.523], [-6.786, -10.607, -2.234], [-6.111, -9.297, -2.007], [-7.135, -8.212, -2.203], [-7.132, -7.361, -1.065], [-6.209, -7.878, -0.180], [-5.749, -7.163, 0.691], [-5.714, -9.009, -0.634], [-7.610, -10.710, -1.528], [-6.142, -11.463, -2.029], [-7.228, -10.645, -3.229], [-5.366, -9.034, -2.758], [-8.175, -8.521, -2.299], [-6.725, -7.733, -3.092], [-5.223, 4.080, 11.233], [-4.481, 2.857, 10.809], [-3.003, 2.973, 11.178], [-2.800, 1.777, 11.865], [-3.928, 1.048, 12.020], [-4.020, -0.092, 12.332], [-4.927, 1.797, 11.622], [-4.803, 4.958, 10.744], [-5.104, 4.221, 12.308], [-6.274, 3.803, 11.157], [-4.506, 2.529, 9.770], [-2.749, 3.881, 11.725], [-2.473, 3.007, 10.226], [1.279, -7.556, 3.095], [2.126, -6.953, 4.253], [3.520, -7.486, 4.317], [4.318, -6.416, 3.767], [3.606, -5.301, 3.484], [4.043, -4.227, 3.020], [2.283, -5.571, 3.880], [0.606, -6.793, 2.702], [0.737, -8.426, 3.466], [1.949, -7.690, 2.246], [1.572, -7.083, 5.183], [3.595, -8.287, 3.582], [3.875, -7.790, 5.302]]
}


{
  "formula": "C24H20F3NO2",
  "method": "the ωB97M-V functional and the def2-TZVPD basis",
  "gap_ev": 4.9,
  "species": ["F", "C", "C", "C", "F", "C", "C", "C", "C", "C", "C", "C", "C", "F", "C", "C", "H", "H", "H", "H", "H", "H", "H", "H", "C", "C", "O", "C", "C", "N", "C", "C", "C", "C", "C", "C", "C", "O", "H", "H", "H", "H", "H", "H", "H", "H", "H", "H", "H", "H"],
  "coordinates": [[-0.886, -1.121, -5.419], [-0.507, -0.344, -4.345], [-0.831, 1.014, -4.380], [-0.309, 1.780, -3.342], [-0.520, 3.142, -3.365], [0.435, 1.255, -2.308], [0.598, -0.163, -2.170], [1.155, -0.671, -0.960], [1.521, -2.036, -0.721], [2.555, -2.336, 0.219], [3.053, -3.621, 0.358], [2.542, -4.696, -0.386], [1.480, -4.420, -1.241], [0.965, -5.456, -1.990], [0.926, -3.150, -1.379], [0.219, -0.935, -3.313], [-1.380, 1.459, -5.203], [0.907, 1.904, -1.575], [1.731, 0.090, -0.429], [2.965, -1.519, 0.813], [3.863, -3.806, 1.061], [2.954, -5.704, -0.314], [0.046, -3.033, -1.998], [0.522, -1.973, -3.421], [0.259, -4.055, 3.119], [-0.581, -2.805, 3.105], [0.125, -1.849, 2.262], [-0.560, -0.695, 2.112], [0.161, 0.256, 1.223], [-0.418, 1.393, 1.055], [-0.171, 2.604, 0.681], [-1.082, 3.724, 0.888], [-1.097, 4.759, -0.070], [-1.904, 5.883, 0.101], [-2.701, 6.006, 1.246], [-2.704, 4.979, 2.201], [-1.926, 3.826, 2.019], [-1.627, -0.472, 2.658], [-0.292, -4.878, 3.586], [0.541, -4.343, 2.099], [1.178, -3.891, 3.694], [-1.573, -2.994, 2.673], [-0.695, -2.375, 4.115], [1.252, 0.079, 1.254], [0.767, 2.875, 0.166], [-0.469, 4.653, -0.953], [-1.906, 6.664, -0.662], [-3.314, 6.897, 1.387], [-3.323, 5.084, 3.099], [-1.945, 3.021, 2.752]]
}


{
  "formula": "C4H4N2OS",
  "method": "the ωB97M-V functional and the def2-TZVPD basis",
  "smiles": "N#C/C(=C\\N)OC=S",
  "e_above_lowest_ev": 1.688,
  "gap_ev": 9.1,
  "species": ["N", "C", "C", "C", "N", "O", "C", "S", "H", "H", "H", "H"],
  "coordinates": [[1.066, 2.381, -0.240], [0.870, 1.307, 0.125], [0.662, -0.045, 0.481], [1.418, -1.105, 0.119], [2.598, -0.990, -0.527], [-0.464, -0.223, 1.261], [-1.705, -0.243, 0.730], [-2.122, -0.204, -0.841], [1.058, -2.116, 0.265], [2.877, -0.054, -0.788], [3.050, -1.774, -0.968], [-2.446, -0.227, 1.506]]
}


{
  "formula": "C19H23N3O4S2",
  "method": "the ωB97M-V functional and the def2-TZVPD basis",
  "smiles": "Cc1cc(C)c(S(=O)(=O)Nc2cccc(S(=O)(=O)NC3=NCCC3)c2)c(C)c1",
  "e_above_lowest_ev": 20.145,
  "gap_ev": 8.6,
  "species": ["C", "C", "C", "C", "C", "C", "S", "O", "O", "N", "C", "C", "C", "C", "C", "S", "O", "O", "N", "C", "N", "C", "C", "C", "C", "C", "C", "C", "H", "H", "H", "H", "H", "H", "H", "H", "H", "H", "H", "H", "H", "H", "H", "H", "H", "H", "H", "H", "H", "H", "H"],
  "coordinates": [[4.557, 2.586, 0.488], [3.642, 1.616, -0.104], [3.860, 1.408, -1.563], [3.009, 0.564, -2.215], [2.876, 0.684, -3.798], [2.240, -0.127, -1.327], [1.278, -1.373, -2.231], [0.282, -2.370, -1.591], [2.006, -2.063, -3.332], [0.245, -0.641, -3.349], [-0.949, -0.135, -2.635], [-2.164, -0.126, -3.675], [-3.365, 0.545, -2.971], [-3.428, 0.603, -1.628], [-2.428, 0.635, -0.859], [-2.321, 0.836, 0.953], [-0.851, 1.358, 1.474], [-3.549, 1.550, 1.263], [-2.233, -0.877, 1.384], [-2.523, -1.167, 2.779], [-3.108, -2.175, 3.030], [-3.044, -2.113, 4.540], [-2.335, -0.932, 5.098], [-2.129, -0.381, 3.799], [-1.005, 0.144, -1.407], [2.184, -0.226, -0.014], [1.567, -1.143, 0.919], [2.826, 0.720, 0.565], [3.950, 3.712, 0.386], [5.580, 2.764, -0.212], [4.725, 2.450, 1.464], [4.237, 2.364, -2.231], [1.942, 1.045, -4.033], [3.612, 1.129, -4.318], [2.924, -0.329, -4.265], [0.215, -0.855, -4.323], [-2.254, -0.273, -4.671], [-4.239, 0.378, -3.611], [-4.494, 1.249, -1.221], [-2.683, -1.603, 0.868], [-4.156, -2.356, 4.846], [-2.447, -3.100, 4.969], [-1.627, -1.236, 5.461], [-3.107, -0.259, 5.781], [-2.817, 0.741, 3.683], [-1.116, 0.114, 3.516], [-0.112, -0.076, -0.948], [2.110, -1.433, 1.520], [0.912, -1.976, 0.492], [0.662, -0.587, 1.456], [3.043, 0.736, 1.800]]
}


no.,highest occupied orbital energy (eV)
1,-26.41
2,-3.77
3,-6.00
4,-7.13
5,-8.88
6,-9.12